{"formula": "C2H8N4O2Rb", "method": "wB97M-V/def2-TZVPD", "elements": ["Rb", "C", "O", "N", "N", "H", "H", "H", "H", "C", "O", "N", "N", "H", "H", "H", "H"], "positions_angstrom": [[-1.570, -26.903, 22.154], [-2.283, -20.383, 20.911], [-1.658, -21.388, 20.743], [-3.334, -20.038, 20.254], [-1.813, -19.410, 21.543], [-3.488, -19.058, 20.442], [-3.724, -20.575, 19.492], [-2.009, -18.611, 20.957], [-0.916, -19.628, 21.952], [1.636, -24.295, 27.765], [1.151, -24.765, 26.731], [2.848, -23.829, 27.854], [1.007, -24.393, 28.814], [3.310, -23.674, 28.739], [3.345, -23.611, 27.002], [0.050, -24.716, 28.806], [1.592, -24.242, 29.623]], "total_energy_ev": -12908.713, "e_above_lowest_kj_mol": 385.77, "homo_energy_ev": -11.485, "largest_force_ha_per_bohr": 0.172, "spin_multiplicity": 1, "lumo_ev": -3.9, "total_charge": 1, "homo_lumo_gap_ev": 7.56}